C27H72O27S9 | ωB97M-V/def2-TZVPD

Structure (XYZ):
```
135
Properties=species:S:1:pos:R:3:forces:R:3:lowdin_charge:R:1
O -2.157 -1.011 0.669 0.32 0.14 -0.29 -0.278
S -0.777 -0.842 0.323 2.28 -0.18 0.82 0.640
O -0.268 -0.981 -1.026 -1.03 0.28 1.07 -0.290
O -0.321 0.604 0.944 -0.95 -1.21 -0.48 -0.259
C 0.840 1.235 0.381 -0.06 0.18 -1.09 -0.249
C 0.494 1.996 -0.885 -0.22 1.10 -0.48 -0.060
C 0.253 -1.938 1.417 -0.03 1.58 -1.38 -0.071
H 1.574 0.494 0.058 0.11 -0.10 0.57 0.104
H 1.221 1.862 1.184 0.13 -0.04 -0.05 0.125
H 1.364 2.544 -1.263 0.29 -0.46 0.02 0.069
H -0.238 2.808 -0.826 -0.22 -0.33 0.69 0.047
H 0.107 1.345 -1.666 0.26 -0.19 0.05 0.077
H -0.015 -2.958 1.165 -0.30 -0.09 0.62 0.037
H 0.175 -1.494 2.405 -0.54 -0.70 0.27 0.059
H 1.292 -1.772 1.123 -0.08 0.03 -0.31 0.053
O -1.592 7.912 -5.959 1.53 -0.13 0.32 -0.291
S -0.280 7.335 -6.155 -0.81 -1.66 -1.05 0.653
O 0.947 8.088 -6.291 -1.34 -0.43 0.43 -0.280
O -0.115 6.172 -5.013 -0.23 1.23 -0.06 -0.305
C 1.232 5.774 -4.706 0.95 -0.19 -0.34 -0.265
C 1.208 4.437 -4.029 -1.16 -0.43 2.38 -0.061
C -0.463 6.135 -7.545 0.71 0.78 0.52 -0.091
H 1.667 6.500 -4.019 0.15 0.11 -0.32 0.117
H 1.798 5.742 -5.640 0.15 0.12 0.15 0.119
H 2.129 3.975 -3.675 0.54 0.18 -1.23 0.067
H 0.509 3.691 -4.409 0.32 0.04 -0.57 0.091
H 0.825 4.599 -3.004 -0.51 0.23 -0.21 0.065
H 0.530 6.006 -7.970 -0.04 -0.06 -0.06 0.062
H -1.156 6.495 -8.299 -0.04 0.18 0.13 0.065
H -0.797 5.213 -7.083 -0.17 0.02 -0.10 0.063
O 1.680 -2.998 -1.708 -0.06 -0.17 0.05 -0.247
S 0.872 -4.165 -1.765 0.00 -0.76 -1.19 0.607
O -0.144 -4.425 -0.782 0.39 -0.08 -0.18 -0.287
O 0.172 -4.176 -3.227 0.95 -0.05 0.60 -0.230
C -0.817 -5.155 -3.480 -2.73 -0.68 0.27 -0.306
C -1.202 -5.158 -4.940 0.75 0.88 -0.80 -0.062
C 1.956 -5.580 -2.046 -0.24 -0.22 -0.17 -0.106
H -1.692 -4.906 -2.870 0.01 0.34 -0.18 0.090
H -0.706 -6.203 -3.171 1.42 0.21 0.16 0.124
H -1.659 -4.214 -5.244 -0.05 0.01 0.18 0.083
H -1.863 -5.958 -5.263 -0.03 -0.17 0.48 0.082
H -0.292 -5.231 -5.544 -0.03 -0.16 0.00 0.083
H 2.503 -5.368 -2.963 0.17 0.34 0.20 0.075
H 1.397 -6.489 -2.266 -0.32 0.15 0.31 0.065
H 2.634 -5.779 -1.220 -0.07 0.31 0.11 0.066
O -2.714 3.069 -2.327 -0.40 0.50 0.49 -0.292
S -3.630 4.184 -2.355 0.47 0.37 -1.77 0.628
O -4.983 3.968 -2.798 0.84 0.41 0.82 -0.277
O -3.640 4.941 -0.944 -0.97 -0.49 -0.12 -0.251
C -2.664 4.675 0.044 2.54 0.60 0.45 -0.253
C -1.274 5.275 -0.320 -1.04 -0.01 0.11 -0.079
C -2.850 5.497 -3.386 0.03 -0.24 0.86 -0.091
H -2.495 3.630 0.301 -0.60 -0.24 -0.49 0.115
H -2.905 5.184 0.975 -0.90 -0.01 -0.22 0.122
H -0.922 4.904 -1.281 0.29 -0.23 0.21 0.038
H -0.640 5.021 0.529 0.40 -0.08 -0.32 0.081
H -1.318 6.363 -0.390 -0.12 0.02 0.04 0.078
H -1.823 5.197 -3.572 -0.10 -0.21 -0.11 0.031
H -2.798 6.401 -2.783 -0.22 0.01 -0.02 0.067
H -3.364 5.718 -4.316 -0.24 -0.35 0.07 0.070
O -2.451 -0.098 5.661 -0.90 -0.77 -0.28 -0.302
S -3.178 -1.341 5.514 0.90 0.18 -0.12 0.626
O -3.257 -2.222 6.665 -0.53 0.76 -1.01 -0.302
O -4.633 -0.952 4.922 1.26 -0.51 0.81 -0.255
C -5.527 -2.084 4.794 -0.12 -0.18 -1.13 -0.259
C -6.853 -1.529 4.266 0.24 -0.90 0.18 -0.049
C -2.360 -2.324 4.206 -0.54 0.56 0.91 -0.094
H -5.486 -2.668 5.713 -0.63 0.31 0.17 0.114
H -5.175 -2.761 4.006 0.47 0.24 0.08 0.089
H -6.670 -0.665 3.630 0.06 0.28 0.38 0.085
H -7.567 -1.355 5.066 -0.09 0.33 -0.17 0.075
H -7.243 -2.267 3.562 -0.30 -0.11 0.28 0.071
H -2.582 -3.357 4.455 0.27 -0.09 -0.15 0.069
H -1.336 -2.030 4.429 0.18 -0.44 -0.19 0.055
H -2.619 -2.087 3.178 -0.23 0.30 0.13 0.051
O 3.781 -0.330 1.458 -0.02 -0.12 1.00 -0.277
S 4.505 -0.185 2.690 0.82 0.48 0.76 0.600
O 5.834 0.383 2.650 -0.85 -0.37 0.07 -0.288
O 3.601 0.692 3.685 -0.06 -0.86 -0.69 -0.274
C 4.138 1.006 4.991 -0.45 0.25 0.33 -0.257
C 3.000 1.664 5.783 1.48 1.24 -0.68 -0.051
C 4.648 -1.773 3.585 0.08 1.27 -0.56 -0.104
H 4.993 1.655 4.809 -0.10 0.24 0.29 0.118
H 4.509 0.133 5.533 -0.12 -0.30 -0.33 0.110
H 2.147 1.040 6.018 0.09 -0.14 0.04 0.082
H 2.715 2.555 5.220 -0.52 -0.27 -0.20 0.081
H 3.470 2.139 6.648 -0.24 -0.54 0.44 0.082
H 3.745 -2.006 4.143 -0.32 -0.26 -0.63 0.062
H 5.437 -1.682 4.327 0.29 0.06 -0.32 0.064
H 4.934 -2.384 2.731 -0.18 -0.70 0.47 0.068
O 6.518 5.492 -3.625 -0.42 0.75 -0.41 -0.274
S 5.608 6.567 -3.929 -0.53 0.22 1.38 0.619
O 5.149 6.871 -5.248 0.12 -0.53 0.43 -0.267
O 4.254 6.320 -3.041 0.18 0.42 -1.15 -0.271
C 4.350 5.981 -1.669 0.64 -0.91 1.47 -0.282
C 4.281 4.481 -1.397 0.37 0.01 -0.10 -0.060
C 6.208 8.120 -3.232 -0.37 -0.49 -0.12 -0.110
H 3.565 6.453 -1.077 -0.15 0.48 -0.63 0.122
H 5.309 6.310 -1.256 -0.07 0.28 -0.08 0.107
H 5.257 4.054 -1.630 -0.28 -0.34 -0.38 0.077
H 3.463 4.012 -1.939 0.17 -0.09 -0.18 0.051
H 4.119 4.259 -0.341 -0.08 0.35 0.08 0.082
H 6.532 8.006 -2.201 0.30 -0.23 -0.14 0.062
H 5.392 8.838 -3.235 -0.06 -0.08 -0.32 0.075
H 6.998 8.424 -3.913 0.13 0.11 0.21 0.072
O 0.483 -8.007 3.045 0.69 -0.10 0.57 -0.266
S 0.980 -6.691 3.285 -0.95 1.54 -0.60 0.617
O 0.261 -5.813 4.197 1.08 -0.76 -0.92 -0.291
O 2.530 -6.752 3.709 -0.32 -0.57 -0.48 -0.267
C 3.227 -5.522 4.043 -0.33 -0.64 1.74 -0.241
C 3.073 -5.240 5.535 -1.44 -0.11 0.33 -0.071
C 1.077 -5.914 1.635 0.52 -0.40 0.96 -0.108
H 2.811 -4.701 3.466 0.34 0.06 -0.20 0.095
H 4.289 -5.724 3.922 -0.11 0.07 -0.99 0.123
H 3.690 -5.819 6.222 0.80 0.39 -0.42 0.081
H 2.092 -5.577 5.886 -0.24 0.36 -0.44 0.071
H 3.077 -4.159 5.679 0.44 -0.09 0.43 0.071
H 1.341 -6.688 0.919 -0.27 -0.19 0.11 0.065
H 1.910 -5.211 1.634 -0.34 0.37 0.03 0.054
H 0.107 -5.476 1.429 0.04 0.09 -0.04 0.040
O -4.621 -3.500 1.646 0.62 -0.63 0.16 -0.290
S -3.872 -4.509 0.939 -0.48 -0.28 -2.55 0.650
O -2.681 -5.137 1.454 -1.32 0.42 -0.01 -0.269
O -4.919 -5.675 0.465 1.48 -0.48 0.51 -0.256
C -6.313 -5.440 0.386 -1.12 0.97 0.17 -0.275
C -6.813 -5.082 -0.995 -0.42 0.59 -1.03 -0.077
C -3.484 -3.845 -0.722 0.39 -0.42 1.09 -0.079
H -6.515 -4.646 1.110 -0.39 -0.10 -0.15 0.105
H -6.888 -6.325 0.666 0.65 -0.22 0.42 0.124
H -6.676 -5.866 -1.742 0.45 -0.06 0.17 0.082
H -6.455 -4.136 -1.412 0.46 -0.15 0.18 0.065
H -7.894 -4.911 -1.039 -0.05 -0.22 0.67 0.082
H -2.990 -4.551 -1.383 0.05 -0.46 0.58 0.046
H -2.761 -3.080 -0.450 -0.28 0.55 -0.50 0.037
H -4.393 -3.549 -1.233 -0.02 0.56 0.41 0.057
```
Forces are in eV/Å.

Results
* largest force on an atom: 2.83 eV Å⁻¹
* relative energy (zero: lowest compared OMol25 entry of this formula, charge and spin): 82.8 kcal per mole
* 2S+1: 1
* frontier orbital gap: 10.7 eV
* LUMO energy: 0.001 hartree